a | This record from the OMol25 dataset describes the ion C3H7ClNO3S with charge -1. The level of theory is ωB97M-V with the def2-TZVPD basis set.

Values from the calculation:
M: 172.61 u
structure (SMILES): CC(C)N([O-])S(=O)(=O)Cl
charge: -1
HOMO-LUMO gap: 7.824 eV

Each line ends with the natural charge from an NBO analysis.
CARTESIAN COORDINATES (ANGSTROEM)
C1 1.25503 -0.46700 -0.39035  -0.65
H1 -0.05101 1.35569 1.16660  0.24
H2 1.21150 0.58643 2.09822  0.20
H3 0.61811 -1.67304 1.16918  0.19
H4 2.19890 -0.70733 0.04341  0.20
Cl1 -0.32866 2.76566 -1.12945  -0.57
O1 -1.24769 -1.96978 -0.67140  -0.41
O2 -2.67770 0.87036 -1.39555  -0.94
C2 0.20375 -0.68018 0.65613  -0.13
S1 -1.25100 0.64812 -1.26031  1.77
H5 1.05796 -1.15533 -1.30894  0.24
C3 0.14804 0.45392 1.65603  -0.62
H6 1.17813 0.49741 -0.79603  0.23
H7 -0.54212 0.20489 2.47470  0.21
O3 -0.61501 0.27390 -2.49208  -0.96
N1 -1.15824 -1.00373 0.17985  0.01


b | This record from the OMol25 dataset describes a cluster of 3 separate species, C3H7ClNO3S in total. The level of theory is ωB97M-V with the def2-TZVPD basis set.

Values from the calculation:
M: 172.61 u
charge: -1
HOMO-LUMO gap: 7.498 eV

Each line ends with the natural charge from an NBO analysis.
CARTESIAN COORDINATES (ANGSTROEM)
S1 0.41857 -2.11730 3.38543  0.95
H1 -0.60646 -2.80005 1.26174  0.21
H2 0.85973 -0.55064 -3.87296  0.36
H3 1.15783 0.95598 -4.10223  0.38
H4 -0.63113 1.88492 -0.04119  0.36
C1 -1.11927 1.51722 0.88577  -0.86
N1 1.27112 0.11222 -4.55452  -1.09
H5 -1.90190 0.77850 0.55103  0.27
O1 0.55205 0.89115 2.58374  -0.49
H6 2.23286 -0.10902 -4.77710  0.35
Cl1 0.33643 2.63994 -1.52629  -0.87
C2 -0.30592 0.80691 1.78035  0.89
O2 -0.81062 -0.77786 1.47397  -0.67
H7 -1.58398 2.42086 1.22521  0.26
C3 -0.56390 -2.04056 2.03271  -0.08
O3 0.69461 -3.61227 3.69434  -0.96


The most stable arrangement is b, and the next structure is 88.3 kJ/mol less stable.


a | This record from the OMol25 dataset describes a structure of composition C9H13NO3S. The level of theory is ωB97M-V with the def2-TZVPD basis set.

Values from the calculation:
M: 215.27 u
charge: 0
HOMO-LUMO gap: 9.746 eV

Each line ends with the natural charge from an NBO analysis.
CARTESIAN COORDINATES (ANGSTROEM)
H1 1.66718 2.46595 1.54274  0.23
C1 2.69815 -1.53011 1.13427  -0.17
C2 -0.67702 1.28961 -0.99772  -0.03
H2 -4.41834 -1.11504 0.06249  0.41
O1 -1.19564 -1.36096 -0.30600  -0.92
H3 2.75148 1.14887 -1.84676  0.19
H4 -0.12318 0.42785 -1.07123  0.22
C3 2.10338 -0.19210 1.07964  -0.15
N1 -3.71125 -0.91075 -0.59117  -1.07
C4 3.37812 -1.70027 -0.18770  -0.10
C5 3.43809 -0.80296 -1.36049  -0.23
H5 1.58902 2.61070 -0.28162  0.20
O2 -2.05626 0.81718 -0.72550  -0.72
H6 3.81012 -0.68583 -2.25400  0.21
S1 -2.13109 -0.35750 -0.03322  2.48
C6 2.25280 0.87392 0.20698  -0.12
H7 -0.34516 1.06235 1.21503  0.24
C7 1.48691 2.04688 0.48240  -0.40
C8 -0.15798 1.89147 0.52392  -0.40
C9 2.80039 0.53128 -0.99863  -0.16
H8 -0.61091 1.93348 -1.57243  0.15
H9 -0.71726 2.88734 0.50988  0.23
H10 3.89105 -2.34394 -0.40509  0.13
H11 1.57034 -0.02868 2.05058  0.20
O3 -2.62179 -0.11594 1.49457  -0.96
H12 -3.40849 -1.68692 -1.27513  0.38
H13 2.83924 -2.21601 1.71857  0.19


b | This record from the OMol25 dataset describes a cluster of 2 separate species, C9H13NO3S in total. The level of theory is ωB97M-V with the def2-TZVPD basis set.

Values from the calculation:
M: 215.27 u
charge: 0
HOMO-LUMO gap (alpha / beta): 8.834 / 8.835 eV

Each line ends with the natural charge from an NBO analysis.
CARTESIAN COORDINATES (ANGSTROEM)
O1 1.06258 -1.93796 -0.67284  -0.69
H1 0.50061 0.50792 -2.02525  0.23
H2 2.29775 4.28988 0.02929  0.39
H3 0.52610 0.01455 2.14712  0.25
H4 -2.04461 0.39894 1.41985  0.22
N1 1.89999 3.35631 0.10863  -0.63
C1 1.03165 0.47338 0.11551  -0.32
C2 -1.19861 0.88576 -0.59376  -0.41
H5 -2.95667 -1.43828 -0.73135  0.20
C3 0.10358 0.24143 -1.04859  -0.31
C4 2.35814 2.36254 -0.40294  0.31
H6 -1.11321 1.96699 -0.50962  0.22
O2 2.32126 -1.45588 1.44648  -0.93
C5 -0.16355 -1.27026 -0.87075  0.10
H7 0.12340 1.67227 1.65322  0.23
C6 0.15913 0.62973 1.32606  -0.48
H8 -0.62815 -1.73106 -1.74644  0.20
C7 -1.09088 -1.30275 0.37353  -0.26
S1 2.09886 -0.94509 0.12855  2.34
C8 -2.44267 -1.94527 0.08065  -0.60
O3 3.25194 -0.74480 -0.69643  -0.94
H9 -2.04666 0.63189 -1.22605  0.21
H10 -3.07482 -1.90534 0.96405  0.21
H11 -2.30760 -2.98656 -0.19849  0.22
H12 -0.59322 -1.87423 1.16126  0.23
C9 -1.20277 0.18396 0.76646  -0.21
H13 3.12843 1.92192 -0.99814  0.21


The most stable arrangement is b, and the next structure is 737.6 kJ/mol less stable.


a | This record from the OMol25 dataset describes a cluster of 3 separate species, C2H13N2O2 in total. The level of theory is ωB97M-V with the def2-TZVPD basis set.

Values from the calculation:
M: 97.14 u
charge: +1
HOMO-LUMO gap: 11.302 eV

Each line ends with the natural charge from an NBO analysis.
CARTESIAN COORDINATES (ANGSTROEM)
C1 -0.95849 0.02896 0.51418  -0.25
H1 0.04518 1.05635 2.10181  0.22
H2 -1.94800 -0.31491 0.23846  0.22
H3 -0.89978 1.84310 -2.99823  0.49
H4 0.44319 -1.48003 0.30423  0.45
H5 2.94460 -0.40279 -1.85541  0.50
N1 0.02953 -0.78070 -0.30937  -0.70
H6 -2.09174 0.95096 -2.65895  0.48
H7 -1.31431 0.13009 2.64883  0.22
O1 -1.32374 1.39047 -2.26083  -0.97
H8 0.76049 -0.18679 -0.72587  0.47
H9 -0.99906 0.99073 -0.00145  0.26
O2 2.25184 0.25625 -1.73337  -0.97
C2 -0.47634 0.10834 1.94985  -0.26
N2 0.42887 -1.01768 2.25649  -0.86
H10 2.61443 1.08653 -2.05758  0.50
H11 1.09607 -0.72855 2.96505  0.39
H12 -0.46571 -1.20314 -1.08702  0.43
H13 -0.13705 -1.72717 2.70917  0.38


b | This record from the OMol25 dataset describes a cluster of 3 separate species, C2H13N2O2 in total. The level of theory is ωB97M-V with the def2-TZVPD basis set.

Values from the calculation:
M: 97.14 u
charge: +1
HOMO-LUMO gap: 11.070 eV

Each line ends with the natural charge from an NBO analysis.
CARTESIAN COORDINATES (ANGSTROEM)
H1 1.86577 -1.69308 1.23856  0.40
H2 2.19339 2.83205 1.12820  0.50
H3 1.16244 3.96450 1.13737  0.51
N1 0.10572 0.77792 -0.27300  -0.72
O1 1.32851 3.08474 0.77890  -0.97
C1 0.07475 -0.70040 1.65709  -0.25
H4 -1.63015 -2.89341 -4.32654  0.48
H5 0.67977 -0.08068 2.31511  0.21
H6 -0.57461 -1.30734 2.29540  0.22
C2 -0.79892 0.19014 0.77399  -0.23
H7 -0.38545 0.98260 -1.14435  0.44
H8 -1.55442 -0.38929 0.26005  0.23
H9 0.53998 -2.33602 0.47075  0.39
H10 -2.15815 -1.49211 -4.39847  0.47
H11 0.53014 1.65181 0.09927  0.47
H12 -1.24105 1.01570 1.32791  0.23
O2 -1.96708 -2.18950 -3.76055  -0.95
H13 0.86165 0.07469 -0.41257  0.46
N2 0.96772 -1.49231 0.83288  -0.87


The most stable arrangement is b, and the next structure is 10.6 kJ/mol less stable.


a | This record from the OMol25 dataset describes a cluster of 3 separate species, C3H14NO2 in total. The level of theory is ωB97M-V with the def2-TZVPD basis set.

Values from the calculation:
M: 96.15 u
charge: +1
HOMO-LUMO gap: 12.600 eV

Each line ends with the natural charge from an NBO analysis.
CARTESIAN COORDINATES (ANGSTROEM)
H1 2.12133 -2.37645 -0.33297  0.25
H2 -3.19116 1.06172 2.46318  0.49
H3 1.05557 0.61108 -1.79553  0.41
H4 3.07191 -1.00725 -0.61959  0.23
O1 -1.49684 1.79355 -0.62507  -0.95
C1 1.04228 -0.54240 -0.03522  -0.04
O2 -2.27504 0.91710 2.19930  -0.97
H5 -1.11037 -0.85672 0.61593  0.24
H6 1.47234 1.49806 -0.55956  0.43
H7 -1.88775 2.56586 -1.05808  0.52
H8 -0.12507 -2.32372 0.52461  0.25
C2 -0.25211 -1.30928 0.12804  -0.66
N1 0.80933 0.75942 -0.81011  -0.72
H9 1.47567 -0.30609 0.94868  0.22
H10 -1.84124 0.87506 3.06366  0.49
H11 1.84529 -1.19990 -1.86681  0.21
C3 2.06766 -1.40447 -0.81345  -0.62
H12 -0.26094 1.04065 -0.78832  0.48
H13 -0.60452 -1.52754 -0.88758  0.21
H14 -1.91633 1.73132 0.24889  0.53


b | This record from the OMol25 dataset describes a cluster of 3 separate species, C3H14NO2 in total. The level of theory is ωB97M-V with the def2-TZVPD basis set.

Values from the calculation:
M: 96.15 u
charge: +1
HOMO-LUMO gap: 11.620 eV

Each line ends with the natural charge from an NBO analysis.
CARTESIAN COORDINATES (ANGSTROEM)
C1 -2.24573 1.19078 -1.10854  -0.63
C2 -0.16179 0.99218 0.12650  -0.24
H1 0.84493 -0.20379 1.64627  0.47
H2 -2.44122 2.23933 -0.76488  0.23
H3 0.20095 -1.14447 0.63166  0.44
H4 1.34565 -3.52577 -0.78638  0.48
H5 2.41060 -0.73613 2.94988  0.51
H6 -0.69820 -0.26130 -1.80055  0.23
H7 -2.92851 0.81587 -1.93746  0.24
H8 2.03827 0.75208 3.44495  0.53
H9 1.40690 -2.69774 -1.86259  0.48
O1 1.89284 0.06175 2.74729  -0.97
H10 -1.03785 1.05128 0.89942  0.23
C3 -0.78056 0.82823 -1.38039  -0.45
H11 0.47169 1.94797 0.16245  0.25
H12 -2.70390 0.48319 -0.34163  0.20
O2 0.93932 -2.70232 -1.07075  -0.95
H13 -0.56357 1.52516 -2.24082  0.25
N1 0.60469 -0.20071 0.60314  -0.71
H14 1.40548 -0.41561 0.08245  0.42


c | This record from the OMol25 dataset describes a cluster of 3 separate species, C3H14NO2 in total. The level of theory is ωB97M-V with the def2-TZVPD basis set.

Values from the calculation:
M: 96.15 u
charge: +1
HOMO-LUMO gap: 12.640 eV

Each line ends with the natural charge from an NBO analysis.
CARTESIAN COORDINATES (ANGSTROEM)
C1 2.36826 -0.36677 -0.08329  -0.66
H1 -0.00807 1.04180 0.67178  0.45
H2 -1.94068 0.12037 1.99555  0.26
N1 -0.02714 0.01788 0.54282  -0.55
H3 -1.86607 -1.13713 0.77046  0.24
O1 -1.98343 -0.69975 -1.74068  -1.00
C2 -1.27365 -0.57020 1.40993  -0.42
H4 -0.66598 2.42110 -2.06854  0.49
H5 -1.50088 -1.46172 -2.26091  0.50
H6 1.57644 -0.04026 1.90819  0.23
O2 -0.61847 2.41764 -1.11442  -0.97
H7 -2.96111 -0.71280 -1.87944  0.51
H8 2.07655 0.58046 -0.56006  0.22
H9 -0.85722 -1.41164 2.02067  0.22
C3 1.27904 -0.59416 0.96280  -0.21
H10 -0.09415 3.21992 -0.96310  0.48
H11 0.92096 -1.59778 1.27310  0.22
H12 3.29811 -0.12215 0.47297  0.25
H13 -0.41750 -0.04337 -0.45185  0.48
H14 2.69498 -1.06144 -0.90599  0.26


The most stable arrangement is a, and the next structure is 104.0 kJ/mol less stable.